[1]
The following is a DFT calculation (ωB97M-V/def2-TZVPD) of a 2-piece molecular cluster, C4H5NO overall at a distorted geometry.

Gap between HOMO and LUMO   8.2 eV
Energy relative to the best compared isomer or geometry (same formula, charge and spin)   107.8 kcal/mol

XYZ file:
```
11
Properties=species:S:1:pos:R:3:forces:R:3
O 2.238891 -0.882054 -0.172621 -0.399 0.335 0.147
C 1.403659 -0.111416 0.051619 0.502 -0.712 -0.111
N -0.308975 -1.228204 -0.287154 -0.280 0.147 0.143
C -1.560117 -1.024891 -0.369421 0.143 0.211 0.057
C -0.247872 1.622437 0.259308 0.159 -0.377 -0.161
C 1.043878 1.190653 0.424496 -1.147 -0.355 -0.484
H -0.046829 -2.209793 -0.217280 0.108 -0.026 0.024
H -1.859849 0.020237 -0.445638 -0.067 -0.173 0.097
H -2.308444 -1.831785 -0.328079 0.381 0.140 -0.134
H -0.271881 2.696103 0.405698 0.023 0.518 0.253
H 1.917534 1.758718 0.679070 0.576 0.294 0.169
```
Positions in Å, forces in eV/Å.



[2]
The following is a DFT calculation (ωB97M-V/def2-TZVPD) of a 2-piece molecular cluster, CH2N4O4S overall at a distorted geometry.

Gap between HOMO and LUMO (alpha / beta)   8.1 / 8.1 eV
Energy relative to the best compared isomer or geometry (same formula, charge and spin)   0.0 kcal/mol

XYZ file:
```
12
Properties=species:S:1:pos:R:3:forces:R:3
C 1.347303 1.230384 -0.933893 0.521 0.067 -0.528
N 2.071162 1.803636 -1.621876 0.601 0.468 -0.340
N -1.392342 -0.976600 -0.841073 0.611 0.009 0.371
N 0.471581 0.627205 -0.206419 -1.346 -0.236 2.271
N 0.026987 1.253551 1.590030 0.782 -0.408 -2.362
O -1.110798 1.367993 1.614202 -1.009 0.268 0.437
O 0.994488 1.381776 2.187399 0.655 0.239 0.744
O 1.019238 -1.752920 -0.885255 -0.004 0.286 -0.228
O -0.079914 -1.204835 1.278703 -0.291 -0.219 -0.334
S 0.105039 -0.971254 -0.125413 -0.436 -0.171 -0.001
H -1.364237 -1.331017 -1.780802 0.057 -0.123 -0.290
H -2.088507 -1.427918 -0.275604 -0.141 -0.180 0.261
```
Positions in Å, forces in eV/Å.



[3]
The following is a DFT calculation (ωB97M-V/def2-TZVPD) of one molecule with the formula C4H10N2O at a distorted geometry.

Structure (SMILES)   CNCCNC=O
Gap between HOMO and LUMO   9.5 eV
Energy relative to the best compared isomer or geometry (same formula, charge and spin)   34.6 kcal/mol

XYZ file:
```
17
Properties=species:S:1:pos:R:3:forces:R:3
O 2.329694 -0.776933 0.248222 -0.640 -0.274 -1.065
C 1.737914 -1.142218 -0.767937 0.059 1.774 1.289
N 0.745524 -0.363765 -1.372795 1.746 -1.976 0.291
N -1.403838 -0.204022 0.610086 -0.233 0.429 -0.052
C -0.592766 -0.136703 1.870095 -0.328 -0.283 -1.587
C 0.330891 0.898794 -0.820595 0.198 0.188 0.655
C -1.117747 0.830199 -0.427808 -0.165 -1.128 1.139
H 2.060601 -2.099232 -1.186067 -0.683 -0.043 -0.720
H 0.219622 -0.783897 -2.134489 0.236 0.303 0.280
H -1.398836 -1.141423 0.216142 0.185 0.314 0.136
H -1.032845 -0.789378 2.625284 -0.005 0.024 -0.139
H 0.435372 -0.438627 1.653887 0.079 0.119 0.470
H -0.614141 0.881962 2.241540 0.018 0.182 0.075
H 0.886066 1.162377 0.088456 0.315 -0.551 -0.407
H 0.540051 1.687304 -1.522401 -0.116 0.457 -0.455
H -1.421649 1.766710 0.001306 -0.202 0.655 0.049
H -1.703910 0.648849 -1.322930 -0.464 -0.190 0.041
```
Positions in Å, forces in eV/Å.



[4]
The following is a DFT calculation (ωB97M-V/def2-TZVPD) of C5H20ClCuN10O5 as an isolated structure at a distorted geometry.

Spin multiplicity   2
Gap between HOMO and LUMO (alpha / beta)   5.5 / 3.2 eV
Total charge   +1
Energy relative to the best compared isomer or geometry (same formula, charge and spin)   6.8 kcal/mol

XYZ file:
```
42
Properties=species:S:1:pos:R:3:forces:R:3
Cu -2.265103 -2.078273 1.999635 1.127 0.735 -0.837
Cl -0.463013 -0.667303 0.690195 -1.308 -0.939 0.986
C 1.415017 2.303837 2.710115 0.769 -0.409 -1.114
O 2.083227 3.054627 3.282435 3.698 2.991 3.468
N 0.216307 2.548907 2.344915 -5.197 1.439 -0.082
N 1.778267 1.254587 2.021935 2.304 -4.452 -2.070
H -0.102793 3.413827 2.757465 -1.112 0.017 -0.615
H -0.196453 1.926027 1.665405 -1.041 0.960 0.155
H 2.723047 0.927477 1.878845 0.321 0.038 0.159
H 1.071787 0.883877 1.402615 0.542 -0.677 -0.260
C -4.107963 1.620667 0.193265 1.033 0.632 -0.312
O -4.302253 2.446647 -0.622175 -0.898 2.799 -2.830
N -2.937763 1.447897 0.753335 3.071 -0.345 1.326
N -4.981423 0.791517 0.646565 -4.233 -2.834 1.370
H -2.183273 1.908827 0.265075 0.292 -0.403 0.656
H -2.924763 0.794667 1.523545 1.113 0.532 -0.255
H -4.718463 -0.082793 1.078455 -0.547 0.360 -0.216
H -5.923383 0.968837 0.328165 -0.011 -0.558 0.183
C -1.325823 -1.765803 -3.310865 -1.708 -0.228 -2.745
O -1.857783 -1.979853 -4.393705 0.758 0.027 0.568
N -1.852153 -0.899053 -2.420905 -0.156 0.828 1.658
N -0.186003 -2.316953 -2.871075 1.615 -0.658 1.177
H -2.710603 -0.394963 -2.591325 0.176 -0.408 -0.143
H -1.499143 -1.000263 -1.480035 -0.566 0.479 -0.038
H 0.425797 -2.926173 -3.395135 -0.596 0.161 -0.127
H 0.032507 -2.156003 -1.898215 0.353 -0.247 -0.328
C 3.269507 -2.037693 0.915615 3.683 0.876 -0.795
O 3.644667 -1.122783 0.132115 -1.924 -1.254 1.230
N 4.151947 -2.853913 1.508745 2.803 -0.306 -0.397
N 2.127447 -2.413413 1.398405 -5.155 0.613 0.311
H 3.819147 -3.612073 2.087135 0.838 0.057 -0.371
H 5.059687 -2.848053 1.065935 0.108 -0.434 0.531
H 1.281957 -1.886533 1.232155 0.074 -0.195 0.028
H 2.094477 -3.177413 2.058195 -0.271 0.433 -0.324
C 1.439157 1.657757 -1.704645 -2.545 1.005 -1.410
O 1.983977 2.527417 -2.291135 2.620 3.531 -1.447
N 1.965097 0.510737 -1.541265 3.012 -5.322 1.540
N 0.136187 1.723227 -1.460655 -1.723 0.555 1.695
H 2.886607 0.299457 -1.896635 0.056 0.291 0.206
H 1.514657 -0.270913 -1.087135 -0.032 0.141 -0.150
H -0.341543 0.865467 -1.223755 -0.621 0.679 -0.416
H -0.240763 2.613937 -1.751615 -0.721 -0.506 0.035
```
Positions in Å, forces in eV/Å.



[5]
The following is a DFT calculation (ωB97M-V/def2-TZVPD) of C14H21Cl2NO4Zr as an isolated structure at a distorted geometry.

Gap between HOMO and LUMO   4.0 eV
Total charge   -2
Energy relative to the best compared isomer or geometry (same formula, charge and spin)   73.0 kcal/mol

XYZ file:
```
43
Properties=species:S:1:pos:R:3:forces:R:3
C 0.160397 -1.536134 -2.532827 -0.956 1.448 0.354
C 1.019356 -0.413588 -2.415102 -1.508 0.112 0.053
C 0.212738 0.750410 -2.256064 -0.626 -1.303 -0.514
C 2.487181 -0.463575 -2.410851 0.755 -0.213 0.253
C -1.150039 0.351163 -2.321724 1.116 -1.041 -0.022
C -1.189586 -1.066101 -2.458550 1.487 0.752 -0.066
C -2.400984 -1.914756 -2.431322 -0.125 -0.067 -0.109
C 0.580133 -2.941963 -2.693851 0.088 -0.297 -0.070
C 0.691071 2.115657 -1.977252 0.193 0.501 0.149
C -2.335530 1.225023 -2.192741 -0.319 -0.004 0.004
Zr 0.462874 -0.997828 1.860284 -5.276 -1.105 -0.794
Cl 2.373334 -0.552661 0.822281 2.483 0.604 -0.375
Cl 0.037009 -3.245239 0.910664 0.226 0.300 0.534
O -0.809673 -0.014124 0.696211 0.458 0.665 1.515
H 2.841519 -1.392375 -2.885788 0.098 0.287 -0.011
H 2.884845 -0.461698 -1.380330 0.193 0.042 -0.658
H 2.919898 0.399632 -2.927567 0.188 -0.024 -0.107
H 0.962120 2.252909 -0.911878 0.032 0.105 -0.228
H -0.098393 2.846222 -2.209519 0.305 0.034 0.047
H 1.575775 2.352066 -2.588285 -0.033 0.187 0.141
H -2.035470 2.244267 -1.944540 -0.163 0.103 0.045
H -3.010901 0.858968 -1.405315 -0.061 0.170 -0.032
H -2.910122 1.256676 -3.131280 -0.144 0.139 0.111
H -3.214115 -1.395679 -1.914318 -0.089 -0.146 0.002
H -2.196030 -2.852846 -1.903923 -0.176 -0.009 -0.008
H -2.744575 -2.161634 -3.444448 -0.258 -0.169 -0.034
H 1.529024 -3.117229 -2.179883 0.003 -0.214 0.000
H 0.715891 -3.193766 -3.753922 0.071 -0.276 -0.091
H -0.166134 -3.627703 -2.275856 0.144 -0.023 -0.031
H -1.211425 0.901975 0.812705 0.959 -1.839 -0.241
O -2.092790 -2.039044 3.963816 1.201 -1.864 -3.609
H -2.006873 -2.674605 3.095209 -0.458 2.213 3.192
O -0.431166 2.718828 2.090568 0.363 0.382 0.979
C 0.082174 2.155140 3.030657 0.058 -1.761 0.067
C 0.672677 2.679352 4.348266 -0.324 0.337 -0.029
C 1.151577 1.438174 5.130323 0.474 -0.064 0.255
C 0.920026 0.287462 4.163212 -0.388 -0.446 -1.464
O 1.267559 -0.947058 4.126186 -0.373 2.462 0.169
N 0.258904 0.767302 3.081810 0.399 0.306 0.678
H 1.502848 3.346479 4.110508 -0.108 0.094 0.054
H -0.105666 3.243127 4.878742 0.278 -0.037 -0.104
H 2.221608 1.520359 5.373959 -0.347 -0.191 0.096
H 0.578919 1.298436 6.051725 0.159 -0.151 -0.101
```
Positions in Å, forces in eV/Å.



[6]
The following is a DFT calculation (ωB97M-V/def2-TZVPD) of an isolated ion of composition C26H29F3I2N2O4PS and charge -1 at a distorted geometry.

Structure (SMILES)   [H]/N=C(\C)Cc1c(F)c(F)c(C(=O)[O-])c2c1Sc1c(F)c(O)c([C@@H](I)[C@H](C)I)c(CCCO)c1N2P(CC)CC
Gap between HOMO and LUMO   6.1 eV
Total charge   -1

XYZ file:
```
68
Properties=species:S:1:pos:R:3:forces:R:3
C 3.261532 -3.615662 -0.160499 0.544 0.815 -0.073
C 2.695207 -2.171260 0.258723 0.219 -0.500 1.671
P 1.028026 -1.713152 -0.512209 0.467 -0.107 -2.378
C -0.157457 -3.186268 -0.614816 -0.530 -0.772 0.577
C 0.380108 -4.127624 -1.831344 0.875 0.568 0.450
N 0.317632 -0.378007 0.488194 0.729 1.222 -0.582
C -0.693965 0.344558 -0.300516 -3.393 2.423 -2.786
C -2.240695 0.228219 -0.014655 0.603 1.266 -1.552
C -2.688142 -0.715669 1.191858 0.690 -0.292 -0.250
C -1.976457 -0.399001 2.604766 -0.466 -0.162 0.314
C -2.998494 0.177439 3.719802 1.429 -0.654 -0.267
O -2.599239 -0.374911 5.018134 -0.988 0.104 -0.888
C -3.301630 0.978783 -0.904064 2.737 0.679 -0.756
C -4.874414 0.903167 -0.657240 0.991 -1.598 -0.568
I -5.552472 2.890110 0.060371 0.058 -0.729 -0.238
C -5.731589 0.476501 -1.962020 -1.810 2.163 0.622
C -7.221897 -0.061851 -1.572393 0.549 -0.514 0.083
I -4.723909 -0.929194 -3.282286 -0.377 0.523 0.564
C -2.841583 1.900942 -2.098165 2.803 -1.137 1.626
O -3.732986 2.622347 -2.938480 0.976 -0.807 1.330
C -1.326460 2.023708 -2.397943 -1.404 -1.685 2.510
F -0.888806 2.842739 -3.469104 -0.876 -1.815 2.412
C -0.312626 1.274353 -1.505545 -1.509 -0.348 0.798
S 1.508529 1.480773 -1.876927 -0.985 0.097 1.681
C 2.231937 1.422260 -0.151165 -0.117 -0.778 2.657
C 3.470040 2.271258 0.218474 -1.309 -1.231 1.317
C 4.097459 3.191159 -0.950811 0.990 -0.911 0.331
C 5.074972 2.238769 -1.824536 0.305 -1.383 -2.304
C 6.652059 2.075477 -1.490028 -0.732 -0.270 0.491
N 4.627676 1.524808 -2.855254 1.106 1.936 2.783
C 4.058380 2.188792 1.653614 -2.878 -1.794 -1.264
F 5.229532 2.954611 1.952153 -2.730 -1.826 -0.459
C 3.326991 1.270323 2.664991 -0.017 0.614 -1.843
F 3.876260 1.247807 3.993999 -1.479 -0.129 -3.284
C 2.060831 0.408258 2.301378 1.707 1.531 -1.899
C 1.452285 -0.480995 3.479556 -1.597 -3.411 4.003
O 0.680628 0.139521 4.303580 2.275 -0.531 -3.086
O 1.718101 -1.811514 3.695338 -0.109 5.448 -2.600
C 1.476688 0.462050 0.842824 3.754 2.804 2.211
H 3.689280 -3.531300 -1.223811 -0.853 -0.478 1.417
H 2.488279 -4.449343 -0.059209 1.173 1.192 -0.191
H 4.160269 -3.827274 0.527106 -1.460 0.181 -0.976
H 2.585008 -2.151690 1.398836 0.204 -0.030 -1.297
H 3.467918 -1.364027 -0.025040 -1.409 -1.186 0.269
H -1.188510 -2.768566 -0.892845 1.528 -0.376 0.382
H -0.294613 -3.766242 0.366987 0.232 0.642 -1.425
H 0.812216 -5.105519 -1.407803 -0.986 1.337 -0.801
H 1.278995 -3.595197 -2.332857 -1.485 -0.786 0.678
H -0.407117 -4.283333 -2.640740 1.013 0.012 1.271
H -2.385347 -1.793480 0.893807 -0.488 1.732 0.379
H -3.813557 -0.752571 1.382625 1.449 0.264 -0.618
H -1.101214 0.343242 2.531968 -1.311 -1.516 0.051
H -1.609268 -1.416821 3.015492 -0.235 1.838 -0.632
H -4.082782 -0.090655 3.465357 1.303 0.533 0.366
H -2.806471 1.297810 3.796364 -0.702 -1.486 0.046
H -2.670257 -1.353485 4.999667 0.143 0.975 -0.270
H -5.183963 0.179373 0.175653 0.844 1.206 -1.123
H -5.924551 1.458636 -2.540428 0.731 -1.892 0.553
H -7.522966 0.286840 -0.526031 0.504 -0.366 -1.398
H -7.216870 -1.207508 -1.587678 -0.098 1.650 0.128
H -8.020637 0.299609 -2.305212 1.296 -0.457 0.908
H -4.144812 3.382849 -2.471296 0.481 -0.747 0.033
H 3.288597 3.655648 -1.623002 1.133 -1.025 1.062
H 4.743166 4.044396 -0.515732 -1.104 -1.466 -0.499
H 6.752056 1.115409 -0.850243 -0.091 1.746 -0.715
H 7.063398 2.989468 -0.935842 -0.463 -1.462 -0.746
H 7.256631 1.854074 -2.447907 -1.121 0.642 1.418
H 5.425087 0.976024 -3.245932 -0.730 0.519 0.375
```
Positions in Å, forces in eV/Å.